1.
ORCA calculation (ωB97M-V/def2-TZVPD) on a cluster of 13 separate species, C52H130O26 in total.

Geometry as XYZ:
```
208
Properties=species:S:1:pos:R:3:lowdin_charge:R:1
C -4.9456 -26.6927 1.1504 -0.072
O -4.9104 -28.1042 0.7971 -0.236
C -3.6220 -28.6067 1.0910 -0.207
C -3.4588 -30.0780 0.5895 -0.182
O -3.3683 -30.2875 -0.7928 -0.134
C -4.6007 -30.3773 -1.3558 -0.137
H -4.2002 -26.1976 0.4215 0.111
H -4.5167 -26.5302 2.1406 0.078
H -5.9310 -26.2315 1.0629 0.080
H -3.3612 -28.5067 2.1546 0.125
H -2.9016 -27.9618 0.5380 0.127
H -4.2897 -30.5809 1.0822 0.111
H -2.6227 -30.4533 1.1610 0.121
H -5.1822 -31.1719 -0.8640 0.103
H -4.5664 -30.5511 -2.3980 0.056
H -5.2061 -29.5039 -1.1758 0.067
C -10.3505 -27.9476 -7.9723 -0.104
O -11.6963 -27.8888 -8.4465 -0.202
C -12.5025 -28.5096 -7.4274 -0.169
C -13.9248 -28.8130 -8.0869 -0.106
O -14.0642 -30.1378 -8.7191 -0.198
C -13.4675 -30.3256 -9.9289 -0.162
H -10.3473 -27.4343 -7.0239 0.058
H -9.6824 -27.5320 -8.6921 0.083
H -9.9825 -29.0471 -7.8198 0.094
H -12.6352 -27.7542 -6.6394 0.097
H -11.9965 -29.3741 -7.0700 0.099
H -14.1892 -28.0181 -8.7693 0.114
H -14.6809 -28.7793 -7.2117 0.118
H -13.5748 -31.3669 -10.2463 0.089
H -12.3440 -30.0955 -9.9212 0.100
H -13.9084 -29.7294 -10.7102 0.078
C -8.0985 -38.2553 -5.3886 -0.067
O -7.0519 -37.5990 -6.0978 -0.218
C -7.5265 -37.1358 -7.3532 -0.220
C -6.4445 -36.5441 -8.1495 -0.214
O -6.0211 -35.3499 -7.4996 -0.175
C -5.2068 -34.5028 -8.3006 -0.090
H -8.8301 -37.5699 -4.9907 0.072
H -7.5552 -38.6106 -4.5156 0.084
H -8.5849 -39.0510 -5.9412 0.092
H -8.2972 -36.3436 -7.2081 0.139
H -7.9319 -37.9631 -7.8933 0.118
H -6.9241 -36.3761 -9.1344 0.138
H -5.6093 -37.2054 -8.2807 0.119
H -5.0661 -33.6178 -7.6919 0.071
H -5.7359 -34.1277 -9.1647 0.073
H -4.2807 -34.9451 -8.6325 0.089
C -3.6329 -30.1747 -5.4295 -0.104
O -3.5040 -31.3354 -4.6260 -0.210
C -2.2643 -31.4639 -3.9412 -0.198
C -2.3200 -32.6149 -2.9620 -0.259
O -1.9927 -33.8209 -3.5248 -0.167
C -2.2638 -34.9705 -2.7214 -0.074
H -3.2509 -29.3074 -4.8857 0.086
H -4.6520 -30.0902 -5.7797 0.060
H -3.0402 -30.2534 -6.3829 0.099
H -2.0243 -30.5290 -3.3667 0.130
H -1.4302 -31.6324 -4.6576 0.138
H -3.3320 -32.5910 -2.5942 0.107
H -1.6812 -32.2950 -2.1197 0.132
H -1.9472 -35.8759 -3.2303 0.078
H -3.3177 -35.0967 -2.4687 0.081
H -1.6226 -34.7898 -1.8470 0.092
C -10.0002 -25.9919 -3.8843 -0.068
O -10.7157 -25.8726 -5.1261 -0.208
C -10.3550 -24.7208 -5.8691 -0.187
C -11.4349 -24.4133 -6.8951 -0.226
O -12.6339 -23.9248 -6.4716 -0.150
C -13.4769 -24.9114 -5.9711 -0.113
H -10.5185 -26.7896 -3.2966 0.088
H -10.0114 -25.1664 -3.2615 0.072
H -8.9924 -26.2233 -4.0878 0.052
H -9.4133 -24.9071 -6.3660 0.127
H -10.2552 -23.9172 -5.2198 0.104
H -11.5834 -25.3379 -7.4525 0.115
H -11.0369 -23.5881 -7.4629 0.131
H -14.5080 -24.4250 -5.9282 0.115
H -13.2128 -25.3080 -4.9283 0.103
H -13.4204 -25.7875 -6.5989 0.057
C -11.4008 -27.4065 1.5140 -0.112
O -10.4334 -27.2570 0.4837 -0.177
C -9.1868 -27.8315 0.8333 -0.199
C -8.3357 -28.0473 -0.4208 -0.185
O -7.7285 -26.8509 -0.7927 -0.146
C -6.9633 -27.0371 -1.9321 -0.102
H -12.3949 -27.1512 1.1115 0.093
H -11.2063 -26.7849 2.3687 0.074
H -11.5517 -28.4068 1.9305 0.084
H -9.3376 -28.8004 1.3572 0.100
H -8.8136 -27.2185 1.6480 0.126
H -9.1012 -28.3657 -1.1421 0.134
H -7.6237 -28.7946 -0.1027 0.106
H -7.5338 -26.8960 -2.7755 0.035
H -6.4990 -27.9943 -2.0068 0.065
H -6.1799 -26.3218 -1.9794 0.090
C -12.7278 -28.3307 -2.8786 -0.112
O -13.9609 -28.7397 -2.3035 -0.185
C -14.4827 -29.8517 -3.0536 -0.142
C -15.1742 -29.2851 -4.3668 -0.158
O -16.5913 -29.1597 -4.0842 -0.198
C -17.3491 -28.8601 -5.2471 -0.107
H -12.0065 -29.1900 -2.9026 0.072
H -12.3812 -27.4519 -2.3067 0.092
H -12.8722 -27.8834 -3.8744 0.069
H -15.2960 -30.2729 -2.4816 0.121
H -13.6638 -30.5673 -3.2884 0.099
H -15.0698 -29.9697 -5.1706 0.090
H -14.8134 -28.2521 -4.5549 0.120
H -17.0401 -27.9601 -5.7499 0.077
H -18.3028 -28.6132 -4.8301 0.082
H -17.3682 -29.6991 -5.9212 0.085
C -10.0844 -32.4412 -7.5884 -0.122
O -9.3548 -31.3123 -7.8703 -0.217
C -9.1582 -31.1485 -9.2913 -0.190
C -7.9059 -31.7820 -9.7673 -0.262
O -6.7997 -31.1227 -9.3285 -0.169
C -6.5262 -31.2223 -7.9287 -0.073
H -11.0539 -32.4177 -7.9519 0.058
H -10.2476 -32.4527 -6.4840 0.090
H -9.5828 -33.4419 -7.7859 0.113
H -9.0618 -30.0378 -9.4430 0.135
H -10.0483 -31.4240 -9.8230 0.112
H -8.0524 -31.6387 -10.8673 0.143
H -7.7830 -32.8834 -9.5082 0.138
H -7.2313 -30.6039 -7.3819 0.078
H -5.4629 -30.8997 -7.8146 0.095
H -6.5966 -32.2722 -7.5892 0.077
C -9.2000 -36.4989 -0.2002 -0.115
O -8.2282 -37.3533 -0.6880 -0.185
C -8.5780 -38.7281 -0.5750 -0.166
C -7.4238 -39.4854 -1.2362 -0.217
O -6.5481 -39.9781 -0.2742 -0.180
C -5.4570 -40.6960 -0.7666 -0.111
H -9.3884 -36.8595 0.8260 0.101
H -10.0857 -36.5509 -0.7933 0.082
H -8.8005 -35.5296 -0.1391 0.056
H -9.5148 -38.8791 -1.0683 0.118
H -8.5576 -39.1155 0.4054 0.113
H -6.9136 -38.7855 -1.8253 0.094
H -7.8314 -40.2268 -1.9414 0.131
H -4.7188 -40.8512 0.0514 0.095
H -4.8863 -40.1406 -1.5007 0.075
H -5.8561 -41.6868 -1.1412 0.107
C -6.9612 -34.3442 -3.6783 -0.079
O -7.7405 -33.1513 -3.7223 -0.203
C -6.8687 -32.0046 -3.8538 -0.178
C -7.6572 -30.7109 -3.7094 -0.193
O -8.5743 -30.6268 -4.8044 -0.155
C -9.3560 -29.4481 -4.6423 -0.072
H -6.1983 -34.1766 -2.9209 0.076
H -6.4449 -34.5180 -4.6226 0.086
H -7.6606 -35.1427 -3.3944 0.086
H -6.3117 -32.0585 -4.8173 0.123
H -6.0148 -32.0095 -3.0806 0.120
H -6.9692 -29.8980 -3.7177 0.108
H -8.0143 -30.7803 -2.7210 0.101
H -8.7448 -28.5396 -4.5726 0.084
H -9.9721 -29.5237 -3.7582 0.058
H -9.9139 -29.3435 -5.5586 0.065
C -13.2059 -32.5767 -5.3812 -0.088
O -12.5680 -33.8521 -5.4854 -0.177
C -11.6690 -33.9621 -4.4054 -0.225
C -10.7385 -35.1394 -4.4874 -0.211
O -11.2704 -36.4257 -4.3441 -0.185
C -12.2385 -36.7856 -5.3160 -0.102
H -12.6845 -31.9128 -4.7313 0.048
H -14.2130 -32.7071 -5.0063 0.096
H -13.1105 -32.0169 -6.3082 0.082
H -12.2859 -34.0489 -3.5450 0.124
H -11.0128 -33.0860 -4.3553 0.109
H -10.0766 -35.0510 -3.6448 0.113
H -10.1939 -35.0789 -5.4188 0.120
H -12.1244 -36.1527 -6.2251 0.093
H -13.2848 -36.7359 -4.9261 0.102
H -12.0330 -37.7774 -5.7090 0.075
C -7.0725 -30.3263 2.2210 -0.100
O -7.3401 -31.1116 1.0595 -0.197
C -8.4593 -31.9718 1.2982 -0.197
C -9.0960 -32.4691 0.0252 -0.188
O -9.7752 -31.3638 -0.6006 -0.191
C -10.5295 -31.7755 -1.7399 -0.098
H -7.9504 -29.7436 2.4711 0.064
H -6.2949 -29.6262 1.9027 0.071
H -6.7810 -30.9251 3.1009 0.099
H -9.2764 -31.4144 1.8080 0.131
H -8.1115 -32.7059 1.9966 0.117
H -9.8632 -33.2720 0.3099 0.140
H -8.4373 -32.9417 -0.7214 0.122
H -10.8561 -30.8741 -2.2388 0.051
H -11.4330 -32.3828 -1.4972 0.105
H -9.8857 -32.2557 -2.4732 0.064
C -1.9382 -42.2519 -5.6079 -0.088
O -2.4697 -40.9488 -5.9794 -0.194
C -3.8174 -40.9290 -6.3924 -0.227
C -4.3610 -39.5151 -6.2344 -0.179
O -4.4841 -39.2865 -4.8032 -0.208
C -4.4723 -37.9041 -4.5167 -0.124
H -2.2811 -42.7361 -4.6920 0.078
H -0.8755 -42.1391 -5.4876 0.075
H -2.1973 -43.0169 -6.3744 0.088
H -4.4397 -41.6275 -5.7599 0.138
H -3.8239 -41.3214 -7.4327 0.127
H -5.3972 -39.4442 -6.6524 0.123
H -3.6729 -38.7516 -6.6646 0.131
H -3.4357 -37.4658 -4.8513 0.114
H -4.6466 -37.7671 -3.4137 0.096
H -5.1944 -37.3715 -5.0995 0.044
```

Relative energy (zero: lowest compared OMol25 entry of this formula, charge and spin) in eV: 2.633
Calculated total energy in Eh: -4014.7670
Gap between HOMO and LUMO in eV: 9.9
Spin multiplicity: 1

---

2.
ORCA calculation (ωB97M-V/def2-TZVPD) on a structure of composition C27H41As2N2O9PdSSi2.

Geometry as XYZ:
```
85
Properties=species:S:1:pos:R:3:lowdin_charge:R:1
Pd 0.6323 -0.1057 -0.2302 0.806
O 1.0445 -0.1128 1.7743 -0.341
N 1.6392 0.9960 2.2316 -0.157
C 2.0328 0.9907 3.5232 0.003
C 2.6310 2.0967 4.0595 -0.012
C 2.8169 3.2261 3.2583 -0.023
C 2.3985 3.2115 1.9503 -0.049
C 1.8069 2.0580 1.4297 -0.561
S 1.2680 1.9801 -0.2196 0.868
H 1.8281 0.0696 4.0467 0.145
H 2.9444 2.0769 5.0916 0.123
H 3.2874 4.1104 3.6636 0.125
H 2.5233 4.0690 1.3046 0.125
N 0.1148 0.1530 -3.2583 0.104
C 0.3259 0.0614 -2.1303 -0.425
C 0.9191 -6.2507 3.0681 -0.012
O 1.3027 -5.2261 2.1317 -0.109
C 2.2658 -5.5767 1.2635 -0.515
O 2.8036 -6.6517 1.2621 0.145
C 2.6094 -4.4393 0.3564 -0.265
C 3.3153 -4.7249 -0.7412 -0.259
As 4.1683 -3.4343 -2.0328 1.372
C 3.8887 -4.4213 -3.6919 -0.277
C 2.5230 -2.4658 -1.6332 -0.308
C 2.5717 -1.6208 -0.5634 -0.355
As 1.9230 -2.7163 1.0739 1.369
C 3.4421 -2.4572 2.2809 -0.250
C 3.7292 -0.6950 -0.3714 -0.594
O 3.9518 -0.0962 0.6589 0.057
O 4.3456 -0.4214 -1.5169 -0.092
C 5.3799 0.5750 -1.4519 -0.011
C 1.2212 -2.9746 -2.1688 -0.537
O 1.1335 -3.3973 -3.2839 0.155
O 0.1652 -2.7372 -1.3669 -0.143
C -1.0978 -2.9844 -2.0341 -0.010
C 3.4770 -6.1443 -1.2252 -0.577
O 2.5788 -6.6594 -1.8292 0.152
O 4.6747 -6.7215 -1.1254 -0.009
C 5.6364 -6.2039 -0.2000 -0.039
H 0.1464 -5.8060 3.6869 0.095
H 1.7765 -6.5486 3.6689 0.101
H 0.5361 -7.1155 2.5305 0.104
H 4.7510 -5.0805 -3.7995 0.038
H 3.8902 -3.6984 -4.5061 0.039
H 2.9672 -4.9920 -3.7035 0.025
H 4.3909 -2.6706 1.7939 0.045
H 3.2688 -3.1842 3.0789 0.039
H 3.4519 -1.4517 2.6826 0.005
H 5.7856 0.6353 -2.4560 0.100
H 6.1461 0.2768 -0.7390 0.101
H 4.9508 1.5298 -1.1524 0.095
H -1.8662 -2.6791 -1.3339 0.065
H -1.1835 -4.0438 -2.2647 0.114
H -1.1385 -2.3916 -2.9459 0.097
H 6.3649 -6.9972 -0.0620 0.103
H 5.1681 -5.9753 0.7561 0.087
H 6.1347 -5.3228 -0.6112 0.077
C -1.5030 -0.3538 3.1848 -0.170
Si -2.0738 -0.9574 1.5042 0.470
C -1.7474 -2.8006 1.3568 -0.187
C -3.9507 -0.8261 1.4115 -0.166
C -1.5127 0.1548 0.0109 -0.279
Si -2.1671 1.9717 -0.1680 0.436
C -4.0385 1.8833 -0.3650 -0.175
C -1.8124 3.0242 1.3474 -0.165
C -1.5971 2.7165 -1.7944 -0.202
H -2.2834 -0.6073 3.9065 0.047
H -1.3314 0.7204 3.2364 0.019
H -0.5859 -0.8598 3.4837 0.019
H -1.9681 -3.2109 2.3468 0.048
H -0.7348 -3.1010 1.1019 -0.048
H -2.4406 -3.2731 0.6601 0.036
H -4.3264 -1.6913 1.9638 0.047
H -4.3609 -0.8779 0.4050 0.038
H -4.3330 0.0695 1.8956 0.031
H -1.7890 -0.3088 -0.9440 0.008
H -4.5775 1.7842 0.5738 0.024
H -4.3671 1.0927 -1.0384 0.040
H -4.3417 2.8310 -0.8160 0.043
H -2.2210 2.5743 2.2530 0.026
H -2.3199 3.9824 1.2137 0.045
H -0.7579 3.2362 1.5105 0.002
H -1.8478 2.0484 -2.6199 0.034
H -0.5401 2.9544 -1.8804 -0.016
H -2.1540 3.6439 -1.9455 0.042
```

Relative energy (zero: lowest compared OMol25 entry of this formula, charge and spin) in eV: 0.280
Total charge: +1
Calculated total energy in Eh: -7416.3629
Gap between HOMO and LUMO in eV: 5.9
Spin multiplicity: 1

---

3.
ORCA calculation (ωB97M-V/def2-TZVPD) on a cluster of 2 separate species, C3H7NO2 in total.

Geometry as XYZ:
```
13
Properties=species:S:1:pos:R:3:lowdin_charge:R:1
C 1.0486 -1.5661 -0.2188 -0.005
C -0.3588 -1.5221 0.3588 -0.589
O -0.5903 -2.0392 1.4148 0.104
O -1.1883 -0.6888 -0.2782 0.027
H 1.5057 -2.5490 -0.1291 0.081
H 1.0466 -1.2751 -1.2668 0.077
H 1.6369 -0.8889 0.4042 0.083
H -1.0470 0.2977 -0.2290 0.011
C -0.1462 1.8128 0.2163 -0.093
N -1.2633 1.8948 -0.4031 0.028
H -0.1416 1.6690 1.2997 0.103
H 0.8113 2.0863 -0.2412 0.088
H -1.3135 2.7686 -0.9276 0.087
```

Structure (SMILES): CC(=O)O.C=N
Relative energy (zero: lowest compared OMol25 entry of this formula, charge and spin) in eV: 3.448
Calculated total energy in Eh: -323.6543
Gap between HOMO and LUMO in eV: 9.5
Spin multiplicity: 1

---

Q: Look up the relative energy (zero: lowest compared OMol25 entry of this formula, charge and spin) of the second one.
A: 0.280 eV

---

Q: The lowest gap between HOMO and LUMO belongs to which entry?
A: C27H41As2N2O9PdSSi2

---

Q: What is the relative energy (zero: lowest compared OMol25 entry of this formula, charge and spin) in the first record?
A: 2.633 eV

---

Q: Which formula does entry 3 have?
A: C3H7NO2